# 1
C11H14ClNO3Pb as an isolated structure. Source: OMol25; level of theory: the ωB97M-V functional and the def2-TZVPD basis.

The geometry in XYZ format:
```
31
Properties=species:S:1:pos:R:3:nbo_charge:R:1
Cl 0.213 4.190 -1.368 -0.60
C -1.950 0.194 -2.205 -0.12
C -1.101 -0.932 -1.961 -0.05
C 0.151 -0.685 -2.574 -0.15
H -1.384 -1.848 -1.441 0.28
C 0.113 0.617 -3.168 0.20
C -1.210 1.145 -2.959 -0.18
H -1.559 2.087 -3.386 0.30
H -3.000 0.281 -1.922 0.28
H 1.005 -1.365 -2.656 0.28
C 1.232 1.300 -3.861 -0.72
Pb 0.216 1.800 -0.473 1.22
C 2.936 1.972 -0.084 0.51
O 3.938 2.155 0.432 -0.36
C -1.521 2.631 1.547 0.51
O -1.862 3.117 2.524 -0.36
H 2.202 1.030 -3.419 0.27
H 1.127 2.392 -3.808 0.29
H 1.252 1.003 -4.921 0.33
C 1.285 -1.999 3.128 -0.42
N -0.110 -1.685 2.835 -0.36
C -1.146 -2.169 3.746 -0.42
C -0.421 -0.925 1.784 0.52
O 0.455 -0.442 1.018 -0.75
H 1.278 -2.620 4.027 0.23
H 1.862 -1.082 3.298 0.22
H 1.738 -2.541 2.290 0.23
H -1.697 -1.326 4.196 0.22
H -1.878 -2.789 3.203 0.22
H -0.655 -2.760 4.528 0.24
H -1.510 -0.748 1.649 0.14
```

The HOMO energy (spin up / spin down) comes out at -15.82 / -15.82 eV. The calculation puts the HOMO-LUMO gap (spin up / spin down) at 4.7 / 4.7 eV. Its net charge is +2.

# 2
One molecule with the formula C11H14ClNOS. Source: OMol25; level of theory: the ωB97M-V functional and the def2-TZVPD basis.

The geometry in XYZ format:
```
29
Properties=species:S:1:pos:R:3:nbo_charge:R:1
C -1.203 -2.488 1.845 -0.61
C -0.302 -1.263 1.751 -0.23
N -0.800 -0.319 0.776 -0.62
C -1.120 0.955 1.087 0.67
O -1.004 1.413 2.203 -0.63
C -1.618 1.805 -0.074 -0.41
C -2.362 1.077 -1.181 -0.63
S -0.184 2.749 -0.764 0.24
C 1.014 1.432 -0.908 -0.21
C 1.810 1.114 0.183 -0.19
C 2.715 0.072 0.096 -0.23
C 2.821 -0.639 -1.091 -0.04
Cl 3.938 -1.954 -1.198 0.01
C 2.047 -0.310 -2.193 -0.26
C 1.143 0.734 -2.099 -0.16
H -0.816 -3.175 2.592 0.22
H -1.247 -3.006 0.889 0.20
H -2.210 -2.195 2.131 0.21
H 0.715 -1.563 1.474 0.19
H -0.269 -0.734 2.706 0.24
H -0.908 -0.655 -0.166 0.40
H -2.240 2.596 0.350 0.25
H -2.798 1.804 -1.861 0.23
H -3.164 0.471 -0.761 0.22
H -1.698 0.437 -1.761 0.20
H 1.710 1.675 1.099 0.24
H 3.336 -0.186 0.939 0.23
H 2.152 -0.863 -3.113 0.23
H 0.542 1.012 -2.951 0.22
```

The HOMO energy comes out at -9.05 eV. The calculation puts the HOMO-LUMO gap at 9.7 eV. The SMILES is CCNC(=O)[C@H](C)Sc1ccc(Cl)cc1.

# 3
A 2-piece molecular cluster, C11H14FNO2 overall. Source: OMol25; level of theory: the ωB97M-V functional and the def2-TZVPD basis.

The geometry in XYZ format:
```
29
Properties=species:S:1:pos:R:3:nbo_charge:R:1
C 1.066 2.911 -2.019 -0.21
C 1.690 2.384 -0.880 -0.20
C -0.285 2.571 -2.270 -0.20
C 1.059 1.544 -0.029 -0.28
C -0.924 1.683 -1.454 -0.21
C -0.254 1.118 -0.329 -0.04
C -1.495 0.788 1.856 0.78
C -0.442 -2.241 1.890 -0.73
C 1.239 -1.637 0.033 -0.69
C -1.019 0.152 0.553 0.02
C 0.371 -1.207 1.220 0.46
N -2.056 -0.628 -0.068 -0.85
O -2.645 0.679 2.185 -0.58
O -0.564 1.499 2.454 -0.69
F 1.328 -0.611 2.063 -0.40
H 1.625 3.682 -2.634 0.23
H 2.762 2.510 -0.568 0.22
H -1.010 2.895 -3.027 0.22
H 1.781 1.251 0.714 0.24
H -1.853 1.452 -1.714 0.20
H -1.455 -2.187 1.640 0.26
H -0.504 -2.081 2.967 0.24
H -0.321 -3.253 1.669 0.22
H 1.346 -0.759 -0.530 0.23
H 0.681 -2.506 -0.340 0.22
H 2.229 -1.996 0.454 0.23
H -1.854 -0.835 -1.029 0.38
H -2.948 -0.243 0.188 0.40
H 0.294 1.748 2.098 0.53
```

The HOMO energy comes out at -8.58 eV. The calculation puts the HOMO-LUMO gap at 9.1 eV. Its energy above the lowest of the compared OMol25 structures with the same formula, charge and spin is 55.75 kcal/mol.

# 4
C11H14FO4Pb as an isolated structure. Source: OMol25; level of theory: the ωB97M-V functional and the def2-TZVPD basis.

The geometry in XYZ format:
```
31
Properties=species:S:1:pos:R:3:lowdin_spin:R:1
Pb -1.137 1.264 2.970 0.88
C 0.027 -0.356 0.384 0.01
O 0.451 -0.277 1.732 0.06
H -0.648 0.434 0.054 0.00
H 0.758 -0.378 -0.424 0.00
H -0.395 -1.351 0.241 0.00
C 2.376 -3.975 -0.621 0.00
C 3.290 -3.063 0.236 0.00
C 2.763 -2.655 1.492 0.00
O 3.640 -3.150 2.446 0.00
C 4.693 -3.864 1.887 0.00
O 5.665 -4.430 2.445 0.00
O 4.506 -3.689 0.620 0.00
H 2.592 -5.038 -0.516 0.00
H 2.744 -3.668 -1.600 0.00
H 1.306 -3.799 -0.509 0.00
H 3.533 -2.222 -0.413 0.00
H 1.752 -3.009 1.693 0.00
H 2.813 -1.572 1.606 0.00
F -2.460 2.175 0.886 0.04
C -2.936 2.929 -0.093 0.00
C -2.257 4.086 -0.465 0.00
C -2.768 5.001 -1.402 0.00
C -3.901 4.566 -2.124 0.00
C -4.544 3.339 -1.910 0.00
C -4.114 2.544 -0.875 0.00
H -1.314 4.265 0.029 0.00
H -2.176 5.894 -1.543 0.00
H -4.244 5.238 -2.897 0.00
H -5.371 3.152 -2.579 0.00
H -4.642 1.610 -0.751 0.00
```

The HOMO energy (spin up / spin down) comes out at -6.92 / -8.46 eV. The calculation puts the HOMO-LUMO gap (spin up / spin down) at 6.0 / 7.6 eV. Its multiplicity is 2.

# 5
C11H14HfN2O2 as an isolated structure. Source: OMol25; level of theory: the ωB97M-V functional and the def2-TZVPD basis.

The geometry in XYZ format:
```
30
Properties=species:S:1:pos:R:3:nbo_charge:R:1
C -1.464 -2.576 1.096 -0.36
C -1.329 -1.801 2.284 -0.35
C 0.055 -1.524 2.470 -0.37
C 0.773 -2.115 1.394 -0.35
C -0.167 -2.763 0.541 -0.37
Hf -0.646 -0.454 0.419 2.15
N -1.361 -0.312 -1.284 -0.99
C -2.531 0.499 -0.782 -0.26
C -2.374 0.690 0.748 -0.97
H 0.484 -0.927 3.278 0.25
H -2.140 -1.476 2.935 0.25
H 1.850 -2.055 1.229 0.28
H 0.066 -3.291 -0.386 0.26
H -2.403 -2.925 0.661 0.25
H -3.229 0.296 1.316 0.24
H -2.553 1.473 -1.310 0.21
H -1.472 -0.629 -2.248 0.40
H -2.152 1.729 1.036 0.26
H -3.473 -0.040 -1.004 0.18
O 2.560 -0.860 -0.797 -0.63
C 2.231 0.311 -0.879 0.68
C 3.105 1.391 -1.434 -0.51
C 2.204 2.638 -1.325 -0.51
C 0.955 2.078 -0.724 0.67
O -0.037 2.738 -0.462 -0.62
N 1.033 0.763 -0.490 -0.76
H 4.023 1.497 -0.816 0.24
H 3.362 1.170 -2.492 0.24
H 2.643 3.401 -0.647 0.24
H 1.986 3.072 -2.324 0.24
```

The HOMO energy comes out at -8.92 eV. The calculation puts the HOMO-LUMO gap at 9.5 eV.

# 6
An isolated ion of composition C11H14N and charge +1. Source: OMol25; level of theory: the ωB97M-V functional and the def2-TZVPD basis.

The geometry in XYZ format:
```
26
Properties=species:S:1:pos:R:3:nbo_charge:R:1
C -0.047 -1.723 -1.862 0.26
C 0.905 3.545 0.441 -0.15
C 1.087 2.759 1.541 -0.18
C 0.316 3.025 -0.745 -0.18
C 0.664 1.433 1.521 -0.17
C -0.155 1.725 -0.786 -0.18
C 0.066 0.983 0.362 -0.15
C 0.308 -2.305 1.844 -0.61
C -1.074 -1.925 -2.992 -0.68
C -0.695 -1.241 1.544 -0.44
C -0.315 -0.423 0.246 0.45
N -0.197 -1.078 -0.811 -0.30
H 0.901 -2.215 -1.974 0.22
H 1.288 4.526 0.488 0.23
H 1.687 3.078 2.343 0.23
H 0.183 3.722 -1.589 0.24
H 0.967 0.819 2.362 0.24
H -0.739 1.254 -1.556 0.22
H -0.113 -3.062 2.549 0.25
H 0.630 -2.776 0.959 0.21
H 1.169 -1.853 2.404 0.22
H -1.384 -0.922 -3.301 0.25
H -2.005 -2.524 -2.696 0.27
H -0.730 -2.441 -3.814 0.25
H -1.108 -0.549 2.237 0.25
H -1.609 -1.832 1.284 0.24
```

The HOMO energy comes out at -13.20 eV. The calculation puts the HOMO-LUMO gap at 9.1 eV. Its net charge is +1. Its energy above the lowest of the compared OMol25 structures with the same formula, charge and spin is 33.13 kcal/mol.

# 7
A 2-piece molecular cluster, C11H14N2 overall. Source: OMol25; level of theory: the ωB97M-V functional and the def2-TZVPD basis.

The geometry in XYZ format:
```
27
Properties=species:S:1:pos:R:3:nbo_charge:R:1
C 2.998 2.638 -0.805 -0.64
C 1.687 2.048 -1.183 0.08
C 1.296 0.716 -1.571 -0.10
N -0.088 0.719 -1.773 -0.55
C -0.478 2.097 -1.638 0.17
N 0.508 2.778 -1.097 -0.47
H 3.035 3.699 -1.001 0.23
H 3.869 2.232 -1.357 0.22
H 3.245 2.560 0.320 0.22
H 1.925 -0.141 -1.676 0.21
H -0.600 -0.110 -1.823 0.42
H -1.624 2.466 -1.796 0.21
C -0.573 0.005 2.594 -0.65
C -0.936 -0.985 1.470 -0.01
C -2.298 -1.110 0.963 -0.21
C -2.481 -1.956 -0.141 -0.21
C -1.447 -2.832 -0.509 -0.24
C -0.225 -2.730 0.106 -0.19
C 0.013 -1.816 1.132 -0.22
H -1.228 -0.019 3.447 0.22
H -0.486 1.082 2.353 0.23
H 0.406 -0.131 3.062 0.22
H -2.933 -0.406 1.474 0.22
H -3.436 -1.897 -0.769 0.22
H -1.689 -3.646 -1.110 0.21
H 0.473 -3.350 -0.164 0.19
H 1.068 -1.911 1.491 0.22
```

The HOMO energy comes out at -8.14 eV. The calculation puts the HOMO-LUMO gap at 9.0 eV. The SMILES is Cc1c[nH]cn1.Cc1ccccc1. Its energy above the lowest of the compared OMol25 structures with the same formula, charge and spin is 49.48 kcal/mol.

# 8
A 2-piece molecular cluster, C11H14N2 overall. Source: OMol25; level of theory: the ωB97M-V functional and the def2-TZVPD basis.

The geometry in XYZ format:
```
27
Properties=species:S:1:pos:R:3:nbo_charge:R:1
C 3.864 -1.182 -0.643 -0.62
C 2.993 -0.264 0.097 0.05
C 2.697 -0.079 1.349 -0.10
N 1.995 1.137 1.644 -0.57
C 1.886 1.597 0.306 0.20
N 2.392 0.826 -0.687 -0.45
H 4.235 -0.849 -1.544 0.23
H 3.073 -2.039 -0.811 0.22
H 4.697 -1.664 0.011 0.22
H 2.938 -0.816 2.237 0.20
H 1.631 1.424 2.456 0.41
H 1.329 2.582 0.129 0.19
C -3.747 -1.683 -1.620 -0.64
C -2.820 -0.836 -0.857 -0.04
C -2.768 0.526 -1.067 -0.20
C -1.936 1.378 -0.369 -0.21
C -1.308 0.935 0.802 -0.21
C -1.265 -0.466 0.937 -0.21
C -2.156 -1.271 0.305 -0.21
H -4.725 -2.013 -1.103 0.23
H -3.294 -2.711 -1.891 0.23
H -4.128 -1.167 -2.637 0.22
H -3.316 0.809 -1.996 0.20
H -1.911 2.385 -0.657 0.21
H -0.728 1.652 1.415 0.21
H -0.619 -0.973 1.676 0.21
H -2.529 -2.289 0.583 0.21
```

The HOMO energy comes out at -8.60 eV. The calculation puts the HOMO-LUMO gap at 9.4 eV. The SMILES is Cc1c[nH]cn1.Cc1ccccc1. Its energy above the lowest of the compared OMol25 structures with the same formula, charge and spin is 64.53 kcal/mol.